Version one
Molecular formula: C56H66AsCsOP2S
Method: DFT, ωB97M-V/def2-TZVPD

Values from the calculation:
* total charge: 0
* orbital gap: 6.062 eV
* LUMO level: 0.00318 Ha

Element x y z (Å)
Cs 0.138 0.372 0.525
C -0.790 -0.053 3.578
C 0.568 -0.462 3.556
C 1.355 0.734 3.461
C 0.441 1.819 3.421
C -0.877 1.343 3.499
C -2.150 2.154 3.627
C -2.826 1.850 4.972
C -3.122 1.798 2.494
C -1.852 3.651 3.560
C 2.869 0.984 3.414
C 3.170 2.485 3.542
C 3.520 0.543 2.090
C 3.600 0.315 4.588
C 0.912 -1.947 3.739
C 2.088 -2.446 2.891
C 1.190 -2.254 5.220
C -0.282 -2.827 3.325
H -1.639 -0.712 3.695
H 0.714 2.862 3.373
H -3.090 0.793 5.041
H -3.737 2.444 5.097
H -2.145 2.076 5.794
H -3.304 0.720 2.471
H -2.711 2.096 1.524
H -4.084 2.307 2.618
H -1.226 3.961 4.399
H -2.780 4.229 3.595
H -1.327 3.899 2.636
H 2.741 3.055 2.716
H 4.252 2.640 3.527
H 2.779 2.889 4.476
H 3.184 1.156 1.246
H 3.307 -0.495 1.845
H 4.608 0.656 2.147
H 3.143 0.619 5.531
H 4.652 0.617 4.601
H 3.573 -0.770 4.540
H 3.035 -1.989 3.163
H 1.909 -2.250 1.829
H 2.201 -3.527 3.012
H 2.042 -1.691 5.596
H 1.388 -3.321 5.370
H 0.322 -1.976 5.821
H -0.592 -2.625 2.295
H -1.145 -2.673 3.971
H -0.003 -3.882 3.394
O -1.783 0.543 -1.468
S -3.172 0.292 -0.988
C -3.330 -1.455 -0.666
C -4.152 -1.695 0.436
C -4.398 -2.982 0.875
C -3.774 -4.034 0.224
C -2.916 -3.782 -0.832
C -2.671 -2.495 -1.332
P -1.431 -2.698 -2.719
C -0.822 -1.197 -3.577
C 0.296 -0.567 -3.025
C 0.987 0.406 -3.720
C 0.602 0.733 -5.016
C -0.488 0.099 -5.586
C -1.207 -0.851 -4.868
C -2.559 -3.407 -3.976
C -2.071 -4.429 -4.785
C -2.862 -4.973 -5.789
C -4.150 -4.502 -5.989
C -4.648 -3.485 -5.183
C -3.856 -2.942 -4.183
C -4.256 0.480 -2.416
C -5.455 -0.224 -2.411
C -6.361 -0.070 -3.447
C -6.058 0.799 -4.482
C -4.877 1.524 -4.461
C -3.945 1.400 -3.426
P -2.365 2.379 -3.460
C -2.574 3.394 -1.951
C -1.416 3.977 -1.436
C -1.477 4.826 -0.342
C -2.699 5.092 0.263
C -3.852 4.496 -0.223
C -3.791 3.655 -1.327
C -2.787 3.624 -4.748
C -2.375 3.330 -6.049
C -2.630 4.204 -7.095
C -3.284 5.404 -6.849
C -3.682 5.718 -5.557
C -3.439 4.834 -4.515
H -4.590 -0.848 0.952
H -5.038 -3.156 1.729
H -3.926 -5.052 0.555
H -2.402 -4.620 -1.293
H 0.629 -0.854 -2.034
H 1.841 0.890 -3.260
H 1.154 1.478 -5.576
H -0.783 0.334 -6.602
H -2.055 -1.335 -5.334
H -1.065 -4.801 -4.627
H -2.471 -5.768 -6.411
H -4.768 -4.927 -6.769
H -5.652 -3.111 -5.336
H -4.248 -2.142 -3.568
H -5.678 -0.913 -1.606
H -7.288 -0.629 -3.443
H -6.749 0.932 -5.305
H -4.680 2.216 -5.268
H -0.462 3.765 -1.906
H -0.571 5.277 0.045
H -2.748 5.751 1.119
H -4.804 4.688 0.256
H -4.703 3.212 -1.711
H -1.845 2.403 -6.237
H -2.307 3.956 -8.098
H -3.475 6.095 -7.660
H -4.184 6.656 -5.358
H -3.756 5.093 -3.513
C 4.139 -1.299 -3.215
As 3.568 -1.105 -1.349
C 5.338 -1.251 -0.527
C 3.011 -2.967 -1.086
H 4.849 -2.121 -3.311
H 4.609 -0.377 -3.557
H 3.269 -1.495 -3.841
H 5.875 -2.113 -0.926
H 5.231 -1.357 0.551
H 5.909 -0.345 -0.728
H 3.752 -3.652 -1.500
H 2.051 -3.139 -1.576
H 2.897 -3.168 -0.020

***

Version two
Molecular formula: C56H66AsCsOP2S
Method: DFT, ωB97M-V/def2-TZVPD

Values from the calculation:
* total charge: 0
* orbital gap: 4.807 eV
* LUMO level: -0.01224 Ha

Element x y z (Å)
Cs 0.638 1.028 -0.624
C -2.271 3.548 -0.936
C -2.058 3.714 0.439
C -2.767 2.642 1.103
C -3.352 1.873 0.101
C -3.071 2.423 -1.160
C -3.700 1.988 -2.458
C -5.194 2.353 -2.423
C -3.047 2.701 -3.642
C -3.560 0.475 -2.661
C -3.020 2.336 2.575
C -3.746 3.512 3.251
C -3.968 1.130 2.724
C -1.725 1.966 3.339
C -1.340 4.960 0.936
C -2.378 6.082 1.119
C -0.315 5.458 -0.102
C -0.555 4.770 2.235
H -1.944 4.226 -1.707
H -3.967 1.002 0.243
H -5.308 3.419 -2.243
H -5.692 1.818 -1.619
H -5.680 2.101 -3.366
H -3.268 3.764 -3.618
H -3.423 2.298 -4.583
H -1.964 2.566 -3.600
H -3.994 -0.055 -1.818
H -2.503 0.205 -2.750
H -4.082 0.167 -3.568
H -4.604 3.796 2.646
H -3.109 4.381 3.359
H -4.099 3.232 4.243
H -4.940 1.349 2.291
H -4.113 0.911 3.782
H -3.560 0.241 2.248
H -1.561 2.606 4.202
H -0.852 2.030 2.691
H -1.785 0.944 3.712
H -2.887 6.266 0.177
H -1.906 7.007 1.447
H -3.132 5.801 1.845
H -0.806 5.829 -0.997
H 0.371 4.656 -0.388
H 0.268 6.278 0.319
H -1.180 4.402 3.035
H -0.126 5.721 2.557
H 0.260 4.062 2.082
O 2.446 -0.628 -0.357
S 2.397 -1.635 0.738
C 3.204 -3.089 0.051
C 3.786 -4.004 0.917
C 4.400 -5.138 0.422
C 4.421 -5.358 -0.948
C 3.770 -4.486 -1.802
C 3.123 -3.352 -1.318
P 1.991 -2.333 -2.348
C 2.096 -3.288 -3.921
C 3.229 -3.054 -4.701
C 3.356 -3.617 -5.957
C 2.340 -4.415 -6.460
C 1.210 -4.650 -5.696
C 1.085 -4.089 -4.437
C 0.449 -3.071 -1.643
C -0.720 -2.320 -1.694
C -1.917 -2.838 -1.228
C -1.960 -4.116 -0.696
C -0.802 -4.875 -0.642
C 0.392 -4.363 -1.118
C 3.662 -1.179 1.938
C 5.010 -1.502 1.895
C 5.834 -1.137 2.944
C 5.320 -0.423 4.023
C 3.994 -0.028 4.028
C 3.145 -0.407 2.993
P 1.436 0.189 2.768
C 1.235 1.055 4.370
C 0.643 0.482 5.488
C 0.489 1.225 6.645
C 0.928 2.538 6.696
C 1.528 3.113 5.587
C 1.674 2.376 4.428
C 0.479 -1.357 3.036
C 0.989 -2.482 3.680
C 0.242 -3.644 3.745
C -1.018 -3.698 3.171
C -1.532 -2.582 2.531
C -0.784 -1.422 2.453
H 3.760 -3.819 1.980
H 4.857 -5.845 1.098
H 4.910 -6.232 -1.351
H 3.741 -4.707 -2.858
H 4.022 -2.430 -4.304
H 4.239 -3.427 -6.550
H 2.431 -4.849 -7.445
H 0.416 -5.271 -6.086
H 0.196 -4.278 -3.856
H -0.689 -1.323 -2.122
H -2.818 -2.245 -1.296
H -2.892 -4.526 -0.334
H -0.836 -5.878 -0.239
H 1.281 -4.975 -1.091
H 5.417 -2.034 1.048
H 6.882 -1.395 2.924
H 5.963 -0.145 4.846
H 3.616 0.570 4.845
H 0.290 -0.540 5.452
H 0.019 0.779 7.511
H 0.802 3.114 7.602
H 1.868 4.139 5.624
H 2.127 2.821 3.549
H 1.970 -2.445 4.138
H 0.640 -4.515 4.246
H -1.594 -4.610 3.228
H -2.516 -2.612 2.087
H -1.184 -0.549 1.952
C -0.166 1.981 -5.636
As 0.346 0.697 -4.234
C 2.161 0.465 -4.930
C -0.511 -0.849 -5.098
H 0.255 1.671 -6.594
H 0.207 2.976 -5.388
H -1.249 2.036 -5.732
H 2.125 0.074 -5.948
H 2.742 -0.213 -4.310
H 2.657 1.438 -4.945
H -0.130 -0.974 -6.115
H -1.588 -0.677 -5.138
H -0.322 -1.770 -4.548

***

What should be chosen as the most stable of them? Choose version one.

***

Version one
Molecular formula: C3H7FS
Method: DFT, ωB97M-V/def2-TZVPD

Values from the calculation:
* total charge: 0
* orbital gap: 9.717 eV
* LUMO level: 0.02924 Ha

Element x y z (Å)
C -0.045 0.136 -1.532
C 0.140 0.910 -0.240
C -0.419 -0.261 1.204
F -1.648 -0.633 0.809
S 0.530 -1.764 1.097
H 0.828 0.506 -2.163
H 0.080 -0.982 -1.489
H -1.108 0.390 -1.829
H 1.067 1.150 0.146
H -0.444 1.834 -0.085
H -0.555 0.165 2.160
H 1.575 -1.451 1.922

***

Version two
Molecular formula: C3H7FS
Method: DFT, ωB97M-V/def2-TZVPD

Values from the calculation:
* total charge: 0
* orbital gap: 9.803 eV
* SMILES: C=C(C)F.S
* LUMO level: 0.02221 Ha

Element x y z (Å)
C 0.384 -1.305 1.020
C 0.611 -0.590 -0.137
C 1.278 0.734 -0.297
F -0.069 -0.996 -1.258
H -0.287 -2.187 1.037
H 0.513 -0.838 2.054
H 0.729 1.507 -0.688
H 1.492 0.978 0.704
H 2.165 0.614 -0.806
S -2.241 0.661 -0.086
H -1.095 0.927 -1.073
H -3.480 0.496 -0.471

***

Version three
Molecular formula: C3H7FS
Method: DFT, ωB97M-V/def2-TZVPD

Values from the calculation:
* total charge: 0
* orbital gap: 9.384 eV
* LUMO level: 0.00095 Ha

Element x y z (Å)
C -0.833 0.787 0.326
C 0.536 0.744 -0.390
C 1.481 -0.145 0.291
H -0.908 -1.735 -0.142
H -1.308 1.655 -0.030
H -0.441 0.996 1.476
H 1.035 1.832 -0.673
H 0.202 0.517 -1.413
H 1.156 -1.298 0.510
H 1.747 0.328 1.248
F 2.729 -0.444 -0.135
S -2.072 -0.413 -0.070

***

What should be chosen as the most stable of them? Choose version one.

***

Version one
Molecular formula: CHNO3
Method: DFT, ωB97M-V/def2-TZVPD

Values from the calculation:
* total charge: 0
* multiplicity: 3
* orbital gap (alpha / beta): 9.635 / 11.500 eV
* LUMO level (alpha / beta): 0.02154 / -0.04897 Ha

Element x y z (Å)
C -1.532 -0.063 -0.160
N 1.741 0.354 0.422
O -1.781 1.071 -0.109
O -1.333 -1.198 -0.160
O 0.965 -0.525 0.697
H 1.940 0.362 -0.689

***

Version two
Molecular formula: CHNO3
Method: DFT, ωB97M-V/def2-TZVPD

Values from the calculation:
* total charge: 0
* multiplicity: 3
* orbital gap (alpha / beta): 7.239 / 8.764 eV
* LUMO level (alpha / beta): 0.02404 / -0.09892 Ha

Element x y z (Å)
C -1.749 -0.269 -0.067
N -0.288 0.226 -0.541
O -2.285 -1.304 -0.042
O -2.067 1.008 0.195
O -0.788 1.511 -0.104
H 0.491 -0.070 0.041

***

What should be chosen as the most stable of them? Choose version one.